Formula: C49H96N3O25
Source: the OMol25 dataset
Level of theory: ωB97M-V/def2-TZVPD

As for the net charge: +1. The HOMO energy is -11.4 eV.

Geometry as XYZ:
```
173
C49H96N3O25, DFT ωB97M-V/def2-TZVPD
O 1.700 1.757 0.469
O -15.356 -6.740 5.420
O 2.610 7.714 2.288
O 2.363 -1.247 5.312
O 3.831 -0.725 6.999
O 14.112 2.537 -12.205
O 5.000 2.574 -6.026
O 11.036 -2.157 -8.807
O -15.021 -8.020 3.668
O 14.130 4.731 -12.127
O 3.905 1.515 -0.124
O 2.709 -3.158 1.100
O 9.911 -0.299 -8.487
O -14.181 -5.883 3.640
O 1.740 -1.598 7.388
O 0.495 -2.550 1.133
O 7.205 2.332 -6.620
O 10.944 -1.285 -6.686
O 6.042 4.292 -6.911
O 1.528 -2.641 -0.803
O 13.089 3.578 -10.433
O 1.568 6.561 3.982
O -11.915 -0.093 5.628
O 2.592 5.520 2.210
O 2.742 3.476 -0.416
N -5.099 -0.603 6.014
N -11.413 0.424 3.294
N -4.848 -0.647 3.539
C 2.887 2.185 -0.027
C 11.889 -3.183 -8.304
C -6.714 -3.899 1.026
C 10.553 1.782 -7.415
C 4.995 1.200 -5.645
C 10.653 -1.253 -7.872
C 3.317 -0.741 4.381
C -11.723 -0.591 4.379
C 2.686 -2.912 -1.601
C 2.297 8.954 2.934
C -3.646 -2.259 1.795
C -16.262 -4.495 5.598
C 1.683 -2.811 0.533
C -14.785 -6.792 4.191
C -8.099 -5.472 4.580
C 4.042 3.667 -2.457
C 0.500 -2.764 2.542
C 2.275 4.268 2.815
C -4.219 -2.890 0.381
C -11.877 -2.215 4.166
C -9.911 0.536 3.071
C -14.533 -8.185 2.338
C 9.450 0.765 -7.646
C -6.034 0.384 5.351
C -6.984 -3.973 2.656
C 13.708 3.613 -11.486
C -7.158 1.421 5.942
C 3.900 4.081 -1.003
C -9.274 1.613 4.172
C 2.188 6.596 2.929
C 13.795 1.286 -11.599
C -4.363 -1.255 4.836
C 2.850 -4.405 -1.818
C -4.459 -0.867 2.094
C 6.187 3.001 -6.522
C -8.642 0.821 5.461
C 3.280 9.236 4.056
C 1.695 0.383 0.850
C 2.756 -1.154 6.606
C -8.005 -5.241 2.952
C 14.800 6.253 -10.358
C -5.936 0.393 3.706
C 1.745 -0.127 9.319
C 7.200 4.897 -7.498
C -15.234 -5.490 6.108
C 1.972 -1.536 8.800
C 7.342 4.484 -8.952
C -5.158 -4.226 0.593
C 13.817 5.971 -11.481
H -3.527 -2.093 4.895
H 8.101 4.662 -6.920
H 4.310 9.184 3.688
H 3.054 -4.922 -0.875
H -6.979 2.481 5.428
H 4.302 -1.193 4.534
H -15.133 -7.587 1.645
H 1.255 -2.216 9.271
H 11.383 1.344 -6.852
H -3.267 -3.188 -0.274
H 8.616 1.245 -8.169
H 12.781 5.977 -11.122
H 1.319 -2.221 3.025
H 3.756 5.165 -0.946
H -4.825 -2.102 -0.243
H 0.754 0.178 1.368
H -10.836 -2.720 3.963
H 2.976 -0.994 3.374
H 10.964 2.129 -8.368
H 5.045 0.566 -6.536
H 4.801 3.845 -0.425
H -8.479 -4.480 5.091
H 0.756 0.238 9.024
H -11.772 0.011 2.382
H -5.194 -4.774 -0.466
H 3.191 8.494 4.855
H 4.054 0.995 -5.127
H 2.530 -2.419 -2.566
H 4.866 4.204 -2.934
H -3.863 -2.998 2.699
H -7.374 -4.761 0.552
H -16.077 -4.237 4.550
H 14.711 5.511 -9.559
H 3.105 10.227 4.485
H 11.449 -3.674 -7.430
H -9.625 0.943 1.997
H 1.745 -0.250 -0.041
H 12.731 1.223 -11.349
H -17.269 -4.922 5.646
H -12.589 -2.515 3.285
H -13.475 -7.915 2.265
H 7.534 3.410 -9.041
H -7.600 -6.196 2.364
H -5.021 -0.775 7.042
H -7.580 -2.988 2.928
H -12.335 -2.680 5.164
H 3.674 -4.609 -2.508
H 3.118 3.871 -3.008
H 1.261 8.960 3.292
H 8.166 5.021 -9.429
H -6.535 1.030 2.923
H -8.430 2.196 3.610
H 2.891 4.119 3.707
H 5.819 0.972 -4.962
H 1.824 -0.098 10.409
H 3.375 0.349 4.464
H -3.910 0.106 1.731
H 13.899 6.755 -12.241
H -0.445 -2.389 2.946
H 15.830 6.202 -10.726
H -2.501 -2.023 1.736
H 2.477 0.571 8.901
H 1.930 -4.839 -2.225
H -5.477 -0.911 1.479
H -8.845 -6.328 4.872
H 7.056 5.981 -7.441
H 10.175 2.643 -6.856
H -10.116 2.349 4.588
H 12.018 -3.933 -9.090
H 0.568 -3.835 2.756
H 14.411 1.137 -10.708
H 2.379 9.738 2.173
H -8.480 -0.312 5.119
H 2.975 -1.902 9.050
H 14.026 0.493 -12.317
H -16.237 -3.575 6.188
H 14.625 7.244 -9.930
H -5.974 -4.043 3.262
H 12.870 -2.764 -8.060
H 6.418 4.688 -9.503
H -7.100 1.598 7.097
H -14.638 -9.239 2.066
H -7.045 -5.774 4.989
H -15.419 -5.691 7.169
H 2.506 3.476 2.098
H 2.519 0.156 1.533
H -4.650 -4.991 1.342
H -7.111 -2.881 0.591
H 3.583 -2.467 -1.155
H -9.074 -4.994 2.486
H 4.234 2.593 -2.546
H -14.215 -5.095 6.028
H 9.055 0.375 -6.700
H -9.456 -0.539 3.158
H -9.367 0.773 6.385
H 1.211 4.205 3.065
```

Mulliken atomic charge list, values in e, 99 entries: number 1, O, carries -0.3417; number 2, O, carries -0.3304; number 3, O, carries -0.3423; number 4, O, carries -0.2525; number 5, O, carries -0.5595; number 6, O, carries -0.3238; number 7, O, carries -0.3277; number 8, O, carries -0.3337; number 9, O, carries -0.3250; number 10, O, carries -0.3611; number 11, O, carries -0.5740; number 12, O, carries -0.5750; number 13, O, carries -0.3810; number 14, O, carries -0.5634; number 15, O, carries -0.3429; number 16, O, carries -0.1342; number 17, O, carries -0.5110; number 18, O, carries -0.5664; number 19, O, carries -0.3460; number 20, O, carries -0.3101; number 21, O, carries -0.5586; number 22, O, carries -0.5767; number 23, O, carries -0.5268; number 24, O, carries -0.1919; number 25, O, carries -0.3405; number 26, N, carries -0.1004; number 27, N, carries -0.4040; number 28, N, carries 0.2923; number 29, C, carries 0.5790; number 30, C, carries -0.6268; number 31, C, carries -0.6587; number 32, C, carries -1.0578; number 33, C, carries -0.6721; number 34, C, carries 0.6925; number 35, C, carries -0.2731; number 36, C, carries 0.4350; number 37, C, carries -0.1373; number 38, C, carries -0.1547; number 39, C, carries 0.2715; number 40, C, carries -1.0969; number 41, C, carries 0.6014; number 42, C, carries 0.7555; number 43, C, carries -0.9730; number 44, C, carries -1.0487; number 45, C, carries -0.0645; number 46, C, carries -0.1864; number 47, C, carries -0.8018; number 48, C, carries -0.4985; number 49, C, carries -0.1669; number 50, C, carries -0.6053; number 51, C, carries 0.1297; number 52, C, carries -0.0073; number 53, C, carries 0.3302; number 54, C, carries 0.7607; number 55, C, carries -0.6150; number 56, C, carries -0.3197; number 57, C, carries -0.6591; number 58, C, carries 0.6764; number 59, C, carries -0.5977; number 60, C, carries -0.1793; number 61, C, carries -1.1636; number 62, C, carries -0.6520; number 63, C, carries 0.7017; number 64, C, carries -0.2548; number 65, C, carries -1.0962; number 66, C, carries -0.4886; number 67, C, carries 0.6473; number 68, C, carries -0.4811; number 69, C, carries -1.0745; number 70, C, carries -0.2286; number 71, C, carries -1.0906; number 72, C, carries -0.1129; number 73, C, carries -0.0882; number 74, C, carries -0.1539; number 75, C, carries -0.9756; number 76, C, carries -0.6255; number 77, C, carries -0.1504; number 78, H, carries 0.3647; number 79, H, carries 0.2440; number 80, H, carries 0.2899; number 81, H, carries 0.3178; number 82, H, carries 0.3018; number 83, H, carries 0.3382; number 84, H, carries 0.2869; number 85, H, carries 0.2779; number 86, H, carries 0.3472; number 87, H, carries 0.2819; number 88, H, carries 0.1212; number 89, H, carries 0.2858; number 90, H, carries -0.1304; number 91, H, carries 0.3458; number 92, H, carries 0.3655; number 93, H, carries 0.2104; number 94, H, carries -0.0157; number 95, H, carries -0.1873; number 96, H, carries 0.3008; number 97, H, carries 0.3514; number 98, H, carries 0.3322; number 99, H, carries 0.1798

Formula: C37H42BrF8N2O27PS2
Source: the OMol25 dataset
Level of theory: ωB97M-V/def2-TZVPD

As for the net charge: 0. The HOMO energy is -7.3 eV.

Geometry as XYZ:
```
120
C37H42BrF8N2O27PS2, DFT ωB97M-V/def2-TZVPD
Br 2.629 -2.784 0.806
S 6.051 1.820 -2.662
S -2.329 -2.433 -0.350
P 5.591 -2.716 -1.056
F 3.166 -3.687 4.367
F -3.259 2.551 -1.857
F -6.896 0.204 -1.093
F -13.448 8.823 4.797
F 6.427 -5.358 -6.186
F 9.999 -2.846 3.425
F -0.521 -6.119 -5.873
F -9.930 7.088 0.255
O -4.163 5.063 -4.020
O -12.787 13.019 6.053
O -6.239 4.406 0.147
O 3.857 -7.044 4.540
O -11.512 11.186 6.366
O 6.943 -4.613 -4.126
O -3.076 -3.374 0.487
O -0.316 -2.708 -5.579
O -9.687 7.862 2.356
O -1.843 -3.310 -1.674
O 9.190 -4.581 -4.303
O -3.150 -1.278 -0.710
O -3.966 3.983 -5.988
O 3.807 -5.375 3.023
O -8.870 6.006 3.335
O -13.386 11.051 5.120
O -4.966 2.573 0.466
O 6.561 -0.109 2.899
O -6.839 2.433 -0.775
O -0.208 -4.549 -4.291
O 4.614 -7.404 2.447
O 8.213 -4.177 -2.312
O -3.362 2.956 -4.069
O -9.403 7.797 4.595
O 8.058 -0.263 4.578
O 8.293 -1.549 2.741
O 0.262 -2.525 -3.409
N 6.110 0.216 -2.196
N 4.646 2.394 -1.971
C 4.141 -6.679 3.259
C 9.142 -1.154 4.822
C 4.055 1.326 -1.305
C -5.156 1.198 0.139
C 7.254 -4.529 -5.502
C -3.845 4.000 -4.809
C -11.703 9.812 6.034
C -9.329 7.270 3.531
C -3.039 3.499 -2.806
C 2.764 1.318 -0.543
C -9.112 7.067 1.334
C 8.125 -4.434 -3.467
C 6.036 -3.710 1.660
C 4.621 -4.235 -1.568
C -9.067 5.704 1.955
C 1.019 -0.009 0.857
C -6.069 1.273 -1.044
C 3.252 -1.151 -0.075
C -12.582 11.864 5.867
C 3.610 -3.799 -2.732
C -0.929 -4.897 -5.459
C -4.004 4.640 -2.669
C -6.034 3.244 -0.034
C 7.540 -0.594 3.363
C -0.089 -0.675 -0.105
C -0.524 -3.831 -6.432
C -0.056 -3.198 -4.342
C 9.525 -1.578 3.435
C -12.617 9.894 4.850
C 2.962 -4.999 4.094
C 4.943 0.101 -1.456
C 3.435 -5.867 5.221
C 6.721 -3.032 0.401
C 4.511 -1.212 -0.816
C -0.778 -1.944 0.533
C 2.368 0.074 0.072
C 8.673 -5.014 -5.558
H 2.167 2.259 -0.495
H -12.158 9.294 6.882
H -5.557 1.385 -2.002
H 8.742 -6.102 -5.623
H 10.239 -0.913 2.942
H -4.972 4.327 -2.271
H 1.109 -0.681 1.761
H 5.877 -2.944 2.474
H -5.609 0.683 0.989
H -4.208 0.717 -0.097
H 4.282 -5.433 5.758
H -0.883 0.108 -0.265
H 8.795 -1.989 5.435
H 6.797 -4.436 2.089
H 3.069 -2.840 -2.482
H 5.357 -4.927 -2.072
H 9.232 -4.576 -6.384
H -12.104 10.009 3.892
H 0.640 1.005 1.139
H 7.159 -2.056 0.760
H -10.755 9.330 5.796
H -8.252 5.096 1.565
H 9.955 -0.650 5.344
H -0.900 -3.048 -1.799
H 0.406 -4.069 -6.953
H 5.109 -4.286 1.435
H 7.115 -3.502 -5.848
H -3.614 5.446 -2.048
H 2.810 -4.579 -2.881
H -10.005 5.156 1.834
H -1.013 -1.830 1.623
H 0.322 -0.936 -1.118
H 2.644 -6.090 5.937
H 4.172 -3.619 -3.695
H -8.133 7.471 1.062
H -1.987 3.795 -2.791
H 1.918 -5.157 3.810
H -1.999 -4.922 -5.236
H 4.036 -4.733 -0.752
H 7.553 -3.694 0.042
H -1.297 -3.625 -7.172
H -0.080 -2.813 0.414
```

Mulliken atomic charge list, values in e, 99 entries: number 1, Br, carries -0.1088; number 2, S, carries 0.1125; number 3, S, carries 1.1752; number 4, P, carries -0.2757; number 5, F, carries -0.2968; number 6, F, carries -0.1621; number 7, F, carries -0.3014; number 8, F, carries -0.2868; number 9, F, carries -0.2868; number 10, F, carries -0.2858; number 11, F, carries -0.2841; number 12, F, carries -0.2775; number 13, O, carries -0.3299; number 14, O, carries -0.5015; number 15, O, carries -0.5745; number 16, O, carries -0.3338; number 17, O, carries -0.3254; number 18, O, carries -0.1906; number 19, O, carries -0.6780; number 20, O, carries -0.3074; number 21, O, carries -0.3048; number 22, O, carries -0.4079; number 23, O, carries -0.3582; number 24, O, carries -0.5318; number 25, O, carries -0.5030; number 26, O, carries -0.0939; number 27, O, carries -0.3234; number 28, O, carries -0.3331; number 29, O, carries -0.2963; number 30, O, carries -0.4661; number 31, O, carries -0.3268; number 32, O, carries -0.2675; number 33, O, carries -0.5006; number 34, O, carries -0.3858; number 35, O, carries -0.2757; number 36, O, carries -0.5191; number 37, O, carries -0.3471; number 38, O, carries -0.2062; number 39, O, carries -0.5538; number 40, N, carries -0.5044; number 41, N, carries -0.6680; number 42, C, carries 0.5510; number 43, C, carries -0.4593; number 44, C, carries 0.3447; number 45, C, carries 0.0930; number 46, C, carries 0.3246; number 47, C, carries 0.5678; number 48, C, carries -0.2266; number 49, C, carries 0.6457; number 50, C, carries 0.1652; number 51, C, carries -1.0979; number 52, C, carries 0.3181; number 53, C, carries 0.5067; number 54, C, carries -0.6206; number 55, C, carries -0.3543; number 56, C, carries -0.0259; number 57, C, carries -1.3690; number 58, C, carries 0.4437; number 59, C, carries 0.6872; number 60, C, carries 0.6288; number 61, C, carries -0.8334; number 62, C, carries 0.3224; number 63, C, carries -0.1584; number 64, C, carries 0.6697; number 65, C, carries 0.5941; number 66, C, carries 0.2300; number 67, C, carries -0.4731; number 68, C, carries 0.6922; number 69, C, carries 0.2893; number 70, C, carries 0.3872; number 71, C, carries 0.3228; number 72, C, carries 0.4457; number 73, C, carries -0.4890; number 74, C, carries -0.1007; number 75, C, carries -0.0066; number 76, C, carries -1.0241; number 77, C, carries 0.5614; number 78, C, carries -0.5104; number 79, H, carries 0.3710; number 80, H, carries 0.2630; number 81, H, carries 0.2242; number 82, H, carries 0.2866; number 83, H, carries 0.2740; number 84, H, carries 0.1303; number 85, H, carries 0.4124; number 86, H, carries 0.0515; number 87, H, carries 0.3421; number 88, H, carries -0.1907; number 89, H, carries 0.2883; number 90, H, carries 0.2638; number 91, H, carries 0.2758; number 92, H, carries 0.3905; number 93, H, carries 0.0812; number 94, H, carries 0.4062; number 95, H, carries 0.2739; number 96, H, carries 0.2861; number 97, H, carries 0.4164; number 98, H, carries 0.1071; number 99, H, carries 0.1327

Formula: C8H8F5NSi
Source: the OMol25 dataset
Level of theory: ωB97M-V/def2-TZVPD

As for the energy above the lowest of the compared OMol25 structures with the same formula, charge and spin: 373.54 kJ/mol. As for the net charge: 0. The HOMO energy (alpha / beta) is -8.6 / -8.2 eV.

Geometry as XYZ:
```
23
C8H8F5NSi, DFT ωB97M-V/def2-TZVPD
Si -2.176 -0.480 0.683
F -2.225 0.274 2.097
F -3.325 1.963 -0.432
F -4.625 0.341 0.148
F -3.530 0.264 -1.684
F 0.539 -1.959 -1.287
N 0.505 -0.587 -1.251
C 2.589 -0.635 -0.015
C 1.593 1.443 -0.702
C -2.994 -2.239 0.544
C 1.464 0.036 -0.635
C 3.708 0.016 0.438
C 3.635 1.430 0.546
C 2.556 2.130 0.051
C -3.423 0.612 -0.393
H 0.803 2.149 -1.143
H 4.535 1.912 0.879
H -3.744 -2.313 -0.226
H 2.463 3.211 -0.084
H -3.464 -2.468 1.429
H 2.542 -1.691 -0.013
H 4.577 -0.505 0.760
H -2.001 -2.904 0.292
```

Charge distribution, natural (NBO) scheme, values in e: number 1, Si, carries 1.4450; number 2, F, carries -0.6528; number 3, F, carries -0.3418; number 4, F, carries -0.3479; number 5, F, carries -0.3411; number 6, F, carries -0.2405; number 7, N, carries 0.0333; number 8, C, carries -0.1882; number 9, C, carries -0.1529; number 10, C, carries -1.1123; number 11, C, carries 0.0298; number 12, C, carries -0.2133; number 13, C, carries -0.1647; number 14, C, carries -0.2316; number 15, C, carries 0.6170; number 16, H, carries 0.2311; number 17, H, carries 0.2150; number 18, H, carries 0.2563; number 19, H, carries 0.2296; number 20, H, carries 0.2374; number 21, H, carries 0.2200; number 22, H, carries 0.2234; number 23, H, carries 0.2492

For reference, largest force on an atom by record: 0.1644; 0.0809; 0.0912 Eh/bohr.